{"formula": "C6H17N3", "method": "ωB97M-V/def2-TZVPD", "charge": 2, "orbital_gap_ha": 0.3475, "relative_energy_kcal_mol": 69.59, "e_homo_ev": -18.0, "smiles": "C/C=[N+](/C)C[N@@H+](C)NC", "species": ["C", "C", "N", "C", "C", "N", "C", "N", "C", "H", "H", "H", "H", "H", "H", "H", "H", "H", "H", "H", "H", "H", "H", "H", "H", "H"], "xyz": [[2.465, -0.176, -1.756], [1.954, 0.921, -0.920], [0.773, 1.284, -0.602], [0.584, 2.556, -0.059], [-0.370, 0.436, -0.733], [-0.727, -0.477, 0.543], [-0.706, 0.006, 1.871], [-1.917, -1.160, 0.303], [-1.722, -2.578, -0.043], [3.378, -0.697, -1.443], [2.908, 0.468, -2.450], [1.827, -1.010, -2.034], [2.701, 1.613, -0.605], [-0.291, 3.039, -0.422], [0.378, 2.616, 1.096], [1.623, 3.036, -0.150], [-1.157, 1.159, -0.948], [-0.379, -0.380, -1.593], [-0.080, -1.206, 0.478], [0.356, 0.428, 2.081], [-1.538, 0.554, 2.050], [-0.828, -0.822, 2.601], [-2.551, -1.032, 1.080], [-2.585, -2.756, -0.492], [-0.803, -2.782, -0.634], [-1.580, -3.126, 0.923]]}